A structure of composition C20H47AlNO8P2S2 in a non-equilibrium geometry. Source: the OMol25 dataset; level of theory: ωB97M-V/def2-TZVPD.

```
81
Properties=species:S:1:pos:R:3:lowdin_charge:R:1
N 0.15 -0.15 -0.96 -0.061
C -0.48 -1.28 -1.78 -0.266
C -2.12 -1.16 -1.49 -0.197
C -2.84 -2.66 -1.39 -0.232
C -4.46 -2.52 -1.02 -0.277
C -5.32 -2.08 -2.35 -0.335
Al -7.36 -2.18 -2.15 -0.189
S -8.01 -4.42 -2.08 0.257
P -8.50 -1.13 -3.91 0.118
S -9.70 0.25 -3.22 -0.059
P -8.15 -1.27 -0.12 0.570
O -7.44 -1.91 1.14 -0.466
O -9.86 -1.74 -0.07 -0.323
O -7.94 0.46 -0.02 -0.318
H 0.88 -0.56 -0.32 0.028
H 0.56 0.57 -1.60 0.042
H -0.20 -1.10 -2.90 0.104
H -0.05 -2.33 -1.41 0.104
H -2.59 -0.47 -2.31 0.096
H -2.21 -0.67 -0.41 0.112
H -2.66 -3.28 -2.39 0.107
H -2.38 -3.32 -0.51 0.107
H -4.89 -3.52 -0.58 0.106
H -4.52 -1.64 -0.24 0.110
H -4.99 -1.00 -2.73 0.052
H -5.00 -2.82 -3.22 0.063
H -6.90 -5.09 -2.64 -0.223
H -9.22 -2.15 -4.67 -0.068
H -7.47 -0.48 -4.72 -0.073
H -10.26 -1.36 0.77 0.059
H -8.04 0.88 -0.94 0.020
C -2.27 3.47 -0.79 -0.025
C -1.79 3.14 -2.18 -0.491
O -0.63 2.76 -2.38 0.030
C -2.77 3.28 -3.31 -0.028
H -1.46 3.32 -0.08 0.084
H -2.59 4.51 -0.75 0.081
H -3.10 2.81 -0.52 0.090
H -3.10 4.32 -3.38 0.082
H -3.62 2.62 -3.16 0.087
H -2.28 3.01 -4.25 0.083
C 1.41 -2.92 3.06 -0.021
C 1.73 -2.75 1.60 -0.454
O 0.92 -2.27 0.81 0.024
C 3.10 -3.19 1.14 -0.021
H 0.39 -2.56 3.24 0.083
H 1.46 -3.98 3.33 0.088
H 2.10 -2.34 3.66 0.077
H 3.22 -4.26 1.32 0.089
H 3.87 -2.62 1.66 0.062
H 3.20 -3.01 0.06 0.076
C 0.81 0.18 5.50 -0.017
C 1.83 -0.19 6.54 -0.491
O 2.41 -1.28 6.51 0.047
C 2.11 0.81 7.63 -0.032
H 0.71 -0.64 4.78 0.063
H -0.16 0.35 5.98 0.090
H 1.13 1.07 4.97 0.090
H 1.20 1.01 8.20 0.085
H 2.49 1.74 7.19 0.084
H 2.87 0.41 8.31 0.082
C 4.79 -0.42 -1.14 -0.010
C 5.42 -0.38 0.22 -0.465
O 5.39 -1.36 0.97 0.025
C 6.10 0.89 0.64 -0.030
H 4.33 -1.40 -1.31 0.074
H 4.00 0.34 -1.21 0.089
H 5.54 -0.25 -1.91 0.087
H 5.38 1.71 0.65 0.090
H 6.92 1.12 -0.05 0.051
H 6.52 0.77 1.64 0.085
C 7.41 5.02 -1.30 -0.021
C 8.14 3.70 -1.25 -0.468
O 7.53 2.63 -1.17 0.028
C 9.64 3.74 -1.30 -0.023
H 6.33 4.83 -1.25 0.088
H 7.69 5.63 -0.44 0.087
H 7.63 5.53 -2.24 0.087
H 10.03 4.30 -0.45 0.086
H 9.97 4.20 -2.24 0.086
H 10.03 2.72 -1.26 0.086
```

As for the max |F|: 4.809 eV/A. The spin multiplicity is 1. Its net charge is -1. For the highest occupied orbital energy, the calculation gives -0.1780 Eh. The calculation puts the LUMO energy at 1.51 eV. As for the electronic energy: -3168.54210 hartree.